# 1
C42H64BILaN9O4S3 | wB97M-V/def2-TZVPD

The calculation puts the energy above the lowest of the compared OMol25 structures with the same formula, charge and spin at 165.8 kJ/mol. Its multiplicity is 1. The LUMO energy is -0.17 eV. The calculation puts the gap between HOMO and LUMO at 7.3918 eV.

Last column: Löwdin charge in e.
Geometry (Å):
N -1.72 -4.40 -3.53  0.082
S -1.90 -3.61 -0.94  0.686
H 1.15 -3.85 -0.34  -0.096
H -3.35 -1.28 -0.24  -0.030
C 2.28 2.05 -2.93  -0.053
H 0.92 -4.81 2.20  0.092
C 0.63 2.16 5.84  -0.059
H 4.50 -0.05 -1.23  0.083
N -0.65 1.59 2.00  0.033
H 0.52 -7.89 -1.57  0.104
C -5.26 0.98 -6.77  -0.063
N -1.50 -0.90 -4.44  -0.137
H -0.07 -0.93 -3.45  -0.019
H -3.72 -3.09 -3.93  0.099
C 1.27 -2.99 -1.01  -0.867
H 2.84 -0.42 -1.68  -0.042
H 2.34 -3.55 3.80  0.129
S -2.30 0.35 -2.24  0.711
H 1.38 1.46 -2.80  0.044
C -4.05 -1.07 0.56  -0.096
C 2.92 2.09 -0.52  -0.276
C -2.86 1.60 2.15  0.037
H 2.05 -6.28 -5.22  0.105
C -5.41 1.53 -5.50  -0.061
H 0.55 2.35 6.92  0.084
H 2.27 3.97 4.15  0.036
H -1.70 5.32 4.06  0.086
C -2.38 -0.11 -3.85  -0.790
H -4.75 -1.91 0.63  0.085
H -3.88 1.91 2.31  0.122
H 3.30 2.29 4.54  0.066
O 0.75 -0.80 -2.92  -0.206
H -2.81 4.15 2.23  0.133
N -1.07 0.31 1.75  -0.035
C -1.73 2.39 2.22  -0.204
C -3.32 -0.17 -6.04  -0.217
H 4.03 -0.11 -2.94  0.083
C 1.89 -1.11 4.52  0.035
H 1.61 5.94 1.00  0.073
C -0.67 -5.34 -3.44  -0.254
C -2.38 -3.75 -2.55  -0.826
H -1.36 2.19 -0.91  -0.016
H 1.41 -1.37 -3.34  0.036
C -4.51 1.22 -4.48  -0.029
H -4.03 -0.74 2.66  0.138
H 3.00 -4.08 1.18  0.032
H 2.65 1.86 -3.94  0.089
C -1.53 4.25 3.91  -0.050
H -0.86 5.71 1.74  0.087
H 2.53 5.70 3.94  0.091
H 1.78 0.49 6.44  0.128
C 0.28 -5.36 -4.46  -0.023
H 0.80 3.11 5.35  0.034
H 2.15 -1.66 5.41  0.117
C 1.31 -6.28 -4.43  -0.087
C -0.88 4.65 1.47  -0.051
H 3.94 1.10 5.66  0.083
H -5.97 1.22 -7.55  0.107
H 0.71 -3.24 -1.90  -0.125
C -2.50 -2.18 2.24  -0.084
C 3.71 0.19 -1.94  -0.123
H -6.24 2.19 -5.30  0.107
H 1.07 4.95 3.30  0.053
H -1.35 -6.28 -1.64  0.085
N 1.46 -0.66 2.38  -0.004
N 1.35 0.49 3.11  0.045
C 0.46 -7.18 -2.38  -0.077
O -0.86 -0.74 -6.89  -0.279
H -0.33 1.76 5.50  0.089
H -3.16 -3.03 2.35  0.090
N 1.81 2.28 1.34  0.046
C 2.65 5.86 1.29  -0.059
H -0.02 -3.70 3.20  0.080
H 2.04 3.11 -2.85  0.085
C 3.35 3.25 0.10  0.019
H 0.03 2.53 -1.48  0.044
H -1.93 -2.03 3.16  0.081
H 2.22 -7.90 -3.36  0.101
C -3.47 0.36 -4.76  -0.233
H -1.26 4.56 0.46  0.081
H -4.60 -0.16 0.32  0.077
H 3.24 2.61 6.28  0.086
H -0.52 4.02 4.22  0.026
C 2.63 3.37 1.27  -0.167
C 3.17 -3.23 1.84  -0.094
C -0.59 -6.27 -2.41  -0.047
H -3.93 -2.50 -2.31  0.077
N 2.00 1.49 0.24  -0.018
S -1.88 -1.20 -6.01  0.652
C -3.29 -0.92 1.88  -0.357
H 0.84 2.66 3.31  0.094
I 3.32 -3.29 -1.72  0.707
N -3.53 -3.18 -2.94  0.113
H 0.20 -4.65 -5.27  0.117
H -1.80 -2.42 1.44  -0.014
H 4.25 2.25 -2.12  0.136
H 0.34 -3.29 1.52  0.016
H 3.26 5.86 0.39  0.068
C -2.41 0.30 1.88  -0.262
C 0.74 -3.76 2.42  -0.061
H 3.27 -2.34 1.22  0.031
B 0.84 1.82 2.47  -0.485
H 3.94 4.55 2.38  0.141
O -2.28 -2.59 -6.14  -0.323
La 0.48 -0.67 -0.12  1.910
H 4.13 -3.38 2.34  0.082
C -1.77 3.88 2.45  -0.330
H -2.21 3.70 4.56  0.088
C -4.20 0.12 -7.06  -0.031
C 1.41 -7.19 -3.39  -0.095
C 2.13 4.80 3.47  -0.067
H -2.00 -4.14 -4.47  0.113
C 3.35 1.67 -1.89  -0.353
C 1.61 0.23 4.41  -0.194
C 2.03 -3.07 2.86  -0.342
C 1.77 1.16 5.58  -0.336
H 0.14 4.26 1.48  0.046
C 3.14 1.84 5.52  -0.047
H -4.07 -0.30 -8.05  0.124
C 1.79 -1.63 3.23  -0.274
H 2.91 6.74 1.88  0.082
H -4.62 1.63 -3.49  0.098
H 4.12 3.91 -0.26  0.119
C 2.87 4.60 2.15  -0.324
O -0.42 2.09 -0.75  -0.167

***

# 2
C42H64BN9O2ReS3Si | wB97M-V/def2-TZVPD

The calculation puts the energy above the lowest of the compared OMol25 structures with the same formula, charge and spin at 0.0 kJ/mol. Its multiplicity is 2. The LUMO energy (alpha / beta) is -7.22 / -6.81 eV. The calculation puts the gap between HOMO and LUMO (alpha / beta) at 4.8987 / 5.3008 eV. As for the charge: +2.

Last column: Löwdin charge in e.
Geometry (Å):
C 0.95 -2.76 4.26  -0.536
C -3.60 -4.49 -1.68  -0.089
C -4.73 -2.12 1.13  0.014
H -0.37 3.14 -4.84  0.120
C -3.06 1.64 -3.36  -0.170
H 6.18 2.47 -1.13  0.096
H 5.95 0.42 0.30  0.100
C -0.28 3.42 2.37  -0.659
C -3.53 -3.98 -4.02  -0.063
H -4.09 1.41 -3.62  0.121
C -3.85 3.94 2.83  -0.020
H 1.44 -2.90 6.38  0.089
H -2.68 3.90 0.40  0.051
H -2.61 3.54 -4.27  0.115
C 2.68 -3.60 -5.24  -0.072
C -4.16 -4.60 -2.94  -0.061
H 5.83 1.62 -2.63  0.102
C 5.29 0.03 -0.48  -0.029
C 2.06 -3.72 3.82  -0.011
H -4.08 -4.98 -0.84  0.108
H -3.83 2.91 2.51  0.076
C 3.27 3.38 1.53  -0.062
C 2.92 0.24 4.50  0.002
H 1.66 -4.72 3.75  0.100
Si -0.10 -2.32 -2.36  0.716
B 1.90 2.19 3.25  -0.568
C -2.46 6.03 3.11  -0.010
H -2.84 2.24 -5.43  0.116
C 1.79 -2.83 -4.51  -0.100
H 3.75 0.85 4.79  0.140
N 1.89 0.74 3.77  0.038
C 1.02 -0.27 3.58  -0.627
C -0.42 1.85 -3.11  -0.184
H -2.53 5.95 4.19  0.084
C -2.44 -3.77 -1.49  -0.121
H 3.14 -3.19 -6.13  0.110
H -0.20 -2.32 6.05  0.097
H 0.20 -4.02 5.84  0.102
C 2.68 -1.07 4.75  -0.004
C 3.99 3.15 0.41  -0.003
H -0.54 -4.04 3.42  0.103
C -0.26 -2.99 3.37  -0.074
H 3.69 -5.48 -5.39  0.112
H -2.02 -3.70 -0.49  0.079
C -1.35 3.52 4.28  -0.033
C -2.53 4.84 0.93  -0.088
H -4.17 -2.50 1.98  0.107
N -0.92 0.52 -2.74  -0.258
H -0.23 -0.76 -4.26  0.084
H -2.32 -0.20 -4.15  0.125
H 1.57 -1.84 -4.86  0.087
H -1.52 6.52 2.86  0.099
H -4.01 3.97 3.91  0.081
C -3.10 -0.53 0.59  -0.571
C -2.41 2.49 -4.46  -0.172
C 1.50 -4.62 -2.96  -0.097
H -3.07 2.20 -2.42  0.095
H -1.88 -2.82 -4.68  0.106
C 2.39 -5.40 -3.68  -0.071
N -1.42 3.85 2.95  0.006
H -4.55 -2.74 0.25  0.081
C 2.99 -4.88 -4.82  -0.067
N 2.58 2.25 1.86  0.025
C -1.79 -3.15 -2.55  -0.253
H -2.12 3.77 4.98  0.126
H -3.34 5.51 0.65  0.096
H 2.44 -3.43 2.84  0.094
H -3.28 6.67 2.77  0.098
C 4.45 1.16 -1.07  -0.540
H 2.89 -3.74 4.52  0.085
H 0.11 -3.28 -0.12  0.009
S 2.34 -0.33 0.82  0.750
H -1.21 2.05 0.34  -0.050
S -0.48 -0.02 2.74  0.807
N 0.48 2.79 3.29  0.004
C 1.18 -3.32 -3.36  -0.249
Re -0.04 -0.63 0.47  1.110
C 5.38 2.14 -1.79  -0.034
H 4.64 3.81 -0.11  0.129
C -2.36 -3.27 -3.82  -0.094
N -1.52 1.12 -0.02  -0.040
O -2.22 -1.39 0.51  -0.071
H -1.43 1.12 -1.05  0.050
H 1.04 -5.04 -2.07  0.102
H 0.98 -0.21 -3.11  0.062
H 0.22 2.47 5.39  0.132
S 0.18 3.54 0.73  0.736
N -2.82 0.79 0.40  0.075
H 2.59 2.82 3.98  0.134
C -2.31 0.32 -3.18  -0.193
C 0.57 -2.38 -0.52  -0.397
H -0.65 1.44 -5.20  0.113
H -1.12 -2.40 3.69  0.060
H 2.63 0.07 -1.57  0.009
H -3.58 1.46 0.37  0.165
H 3.20 4.27 2.13  0.138
H 3.90 -0.02 -2.78  0.104
H -4.69 4.44 2.36  0.097
H 4.84 2.99 -2.18  0.094
H 3.27 -1.78 5.28  0.135
H 0.67 1.82 -3.04  0.105
H -5.06 -5.17 -3.09  0.112
H -1.60 5.29 0.59  0.035
H 4.68 -0.76 -0.06  0.036
H 5.92 -0.39 -1.26  0.099
H -2.81 -0.34 -2.47  0.113
C -0.19 2.87 4.48  -0.060
H 2.96 1.47 -2.60  0.086
C -2.55 4.66 2.44  -0.542
N 1.48 -1.39 4.16  0.020
C 3.41 0.64 -2.07  -0.041
H -0.77 2.59 -2.39  0.111
C -0.05 -0.56 -3.19  -0.240
H 1.64 -2.55 -0.56  0.006
C 2.86 1.34 0.91  -0.558
H -0.03 -2.75 2.32  0.034
H -5.80 -2.08 1.36  0.111
C 0.57 -3.01 5.72  -0.003
H -3.95 -4.07 -5.01  0.113
H 2.62 -6.40 -3.36  0.110
C -0.89 2.24 -4.50  -0.155
N 3.75 1.86 0.03  0.017
O -4.36 -0.76 0.86  0.029